One molecule with the formula C4H5NO2S at a distorted geometry, computed with ωB97M-V with the def2-TZVPD basis set.

Each line ends with the natural charge from an NBO analysis.
Atoms and positions in Å:
C (-0.335, -2.119, 1.688)  0.233
C (0.780, -1.938, 0.613)  -0.511
C (0.128, 0.517, 0.415)  -0.602
C (0.309, -0.811, -0.253)  -0.434
N (-1.119, -2.471, 2.485)  -0.288
O (3.028, -1.089, 0.135)  -0.850
O (2.863, -2.626, 2.119)  -0.806
S (2.285, -1.781, 1.163)  2.123
H (-0.344, 1.264, -0.140)  0.227
H (1.075, 0.856, 0.706)  0.205
H (-0.521, 0.333, 1.255)  0.208
H (-0.688, -1.209, -0.748)  0.242
H (1.164, -0.542, -0.943)  0.252

Computed properties:
Orbital gap (spin up / spin down) = 8.8 / 8.8 eV
Highest occupied orbital energy (spin up / spin down) = -0.384 / -0.384 hartree
Molar mass = 131.2 g mol⁻¹
Relative energy (zero: lowest compared OMol25 entry of this formula, charge and spin) = 108.75 kcal per mole
LUMO energy (spin up / spin down) = -1.639 / -1.639 eV
Calculated total energy = -20645.4637 eV



One molecule with the formula C4H5NO2S at a distorted geometry, computed with ωB97M-V with the def2-TZVPD basis set.

Each line ends with the natural charge from an NBO analysis.
Atoms and positions in Å:
C (0.962, 0.950, 0.321)  0.271
C (1.277, -0.085, -0.581)  -0.414
C (0.172, -0.658, -0.965)  0.449
C (-0.399, 0.913, 0.697)  -0.222
H (1.584, 1.690, 1.988)  0.479
H (2.257, -0.423, -1.003)  0.241
H (-1.009, -1.852, -1.615)  0.483
H (-2.265, -1.283, 0.832)  0.141
H (-0.944, 1.293, 1.671)  0.239
N (-0.881, -0.078, -0.315)  -0.542
O (1.932, 1.367, 1.153)  -0.673
O (-0.070, -1.529, -1.959)  -0.635
S (-2.616, -0.303, -0.224)  0.185

Computed properties:
Orbital gap = 8.2 eV
Highest occupied orbital energy = -0.291 hartree
Molar mass = 131.2 g mol⁻¹
Relative energy (zero: lowest compared OMol25 entry of this formula, charge and spin) = 93.65 kcal per mole
LUMO energy = 0.248 eV
Calculated total energy = -20646.1186 eV



One molecule with the formula C4H5NO2S2 at a distorted geometry, computed with ωB97M-V with the def2-TZVPD basis set.

Each line ends with the natural charge from an NBO analysis.
Atoms and positions in Å:
C (-1.486, 0.560, -0.539)  -0.466
C (-0.769, -0.634, -0.006)  -0.347
C (0.498, -0.462, 0.604)  -0.496
C (4.248, 0.589, 0.303)  0.736
N (3.910, -0.116, -0.622)  -0.236
O (4.605, 1.566, 0.840)  -0.502
O (3.211, -1.240, -0.685)  -0.563
S (-2.370, -0.246, 0.784)  0.143
S (1.689, -1.615, 0.415)  0.780
H (-1.077, 1.462, -0.328)  0.204
H (-1.888, 0.688, -1.426)  0.215
H (-0.760, -1.511, -0.622)  0.230
H (0.807, 0.546, 0.740)  0.226
H (2.486, -1.260, 1.322)  0.075

Computed properties:
Orbital gap = 7.9 eV
Highest occupied orbital energy = -0.317 hartree
Molar mass = 163.2 g mol⁻¹
Relative energy (zero: lowest compared OMol25 entry of this formula, charge and spin) = 146.77 kcal per mole
LUMO energy = -0.750 eV
Calculated total energy = -31478.3146 eV